{"formula": "C2F3I", "method": "ωB97M-V with the def2-TZVPD basis set", "homo_ev": -9.6, "total_charge": 0, "homo_lumo_gap_ha": 0.3305, "smiles": "FC(F)=C(F)I", "de_lowest_kj_mol": 37.9, "elements": ["I", "F", "F", "F", "C", "C"], "positions_angstrom": [[0.143, -0.895, 3.148], [-0.797, -0.173, -1.244], [1.042, -1.095, -0.193], [-1.912, 0.357, 1.354], [-0.207, -0.521, -0.093], [-0.740, -0.280, 1.192]], "forces_ev_per_angstrom": [[-0.745, 0.587, -2.205], [1.031, -0.542, 1.305], [-2.413, 0.990, -0.407], [0.637, -0.450, -0.381], [-0.124, 0.244, 3.628], [1.614, -0.829, -1.939]], "mulliken_charge": [0.10, -0.18, -0.19, -0.21, 0.62, -0.14]}